# 1
Density functional theory data (ωB97M-V/def2-TZVPD) for 2 unconnected molecules or ions with the total composition C4H4NS2 at a distorted geometry.

Output
net charge	-1
ΔE to the lowest compared entry with this formula, charge and spin	68.0	kcal per mole
HOMO-LUMO gap	6.32	eV
E_LUMO	3.0	eV

The geometry in XYZ format:
```
11
Properties=species:S:1:pos:R:3:forces:R:3
C 1.338 0.911 -2.305 0.594 -2.233 -1.766
C 0.900 1.798 -1.622 -0.504 0.756 1.614
C -1.034 -0.881 0.770 -0.763 -4.278 -0.204
C 0.020 -0.136 1.331 3.429 1.103 0.250
N -1.567 -1.930 0.571 1.058 4.578 0.178
S 0.344 2.840 -0.430 0.006 0.405 -0.283
S -2.665 -2.940 0.051 -0.951 -1.635 -0.385
H 1.531 0.005 -2.891 -0.100 1.146 0.532
H -0.084 0.015 2.391 -0.371 -0.261 0.638
H 1.098 -0.568 1.179 -2.136 0.302 -0.037
H 0.119 0.888 0.955 -0.261 0.117 -0.537
```
Positions in Å, forces in eV/Å.

***

# 2
Density functional theory data (ωB97M-V/def2-TZVPD) for a single C8H8O3 molecule at a distorted geometry.

Output
ΔE to the lowest compared entry with this formula, charge and spin	178.4	kcal per mole
HOMO-LUMO gap	8.59	eV
E_LUMO	0.7	eV

The geometry in XYZ format:
```
19
Properties=species:S:1:pos:R:3:forces:R:3
C 1.926 1.520 0.624 -2.260 -3.141 -0.359
C 2.205 0.297 1.052 -1.757 0.511 -0.358
C 0.949 0.691 -1.557 -0.079 -1.475 0.113
C 1.356 -0.532 -1.176 0.182 0.456 -1.195
C 0.665 1.155 -0.180 -0.023 -0.626 0.693
C 1.071 -0.418 0.237 -0.109 1.690 2.877
C -0.281 0.284 0.598 -1.181 -2.181 -0.148
C -1.797 -0.641 0.001 2.012 2.269 1.882
O -2.124 -1.464 1.091 -0.936 2.159 -0.349
O -1.621 -1.412 -1.109 -0.212 0.748 0.025
O -2.788 0.371 -0.132 0.948 -1.730 -0.307
H 2.165 2.476 0.792 1.414 3.290 0.911
H 2.665 -0.023 1.940 1.211 -0.680 0.601
H 0.779 1.261 -2.419 0.041 0.327 -1.364
H 1.961 -1.359 -1.483 -0.140 -0.315 -1.169
H -0.414 0.491 1.720 0.158 -0.263 -1.870
H -1.617 -2.246 1.045 1.025 -1.438 -0.195
H -2.128 -1.018 -1.831 0.111 0.015 -0.039
H -2.972 0.568 0.788 -0.408 0.383 0.250
```
Positions in Å, forces in eV/Å.